1.
Computed, not measured: a molecular structure, C24H18BiN4O3S5, with ωB97M-V/def2-TZVPD.

spin multiplicity = 1
highest occupied orbital energy = -0.179 Eh
energy relative to the best compared isomer or geometry (same formula, charge and spin) = 0.00 kJ/mol
Kohn-Sham gap = 0.2551 hartree
net charge = -1

CARTESIAN COORDINATES (ANGSTROEM)
Bi: 0.7093 -0.7008 -0.7136
O: 4.6767 -2.1647 3.1689
C: 5.0527 -2.9362 2.1348
C: 6.0906 -3.8460 2.3465
C: 6.5170 -4.6733 1.3255
C: 5.9191 -4.6106 0.0700
C: 4.8952 -3.7055 -0.1417
C: 4.4469 -2.8576 0.8689
C: 3.3453 -1.9043 0.5597
O: 2.8803 -1.8553 -0.6212
N: 2.9382 -1.1625 1.5714
N: 1.9659 -0.2512 1.2101
C: 1.7913 0.7283 2.0180
C: 0.9934 1.9065 1.7723
C: 0.6814 2.7284 2.8587
C: 0.0132 3.9228 2.6972
C: -0.3215 4.3272 1.4036
C: -0.0044 3.5542 0.3091
C: 0.6449 2.3093 0.4496
O: 0.9129 1.5972 -0.6081
H: 3.9294 -1.6001 2.8317
H: 6.5410 -3.8828 3.3301
H: 7.3217 -5.3751 1.5115
H: 6.2478 -5.2616 -0.7295
H: 4.4065 -3.6272 -1.1037
H: 2.3527 0.6817 2.9519
H: 0.9748 2.4000 3.8505
H: -0.2383 4.5388 3.5500
H: -0.8400 5.2682 1.2559
H: -0.2644 3.8632 -0.6952
S: 0.3276 -3.1040 0.4201
S: -1.2958 -2.8635 1.6740
S: -2.5680 -1.7373 0.5486
S: -1.5481 0.0525 0.4263
S: -5.1448 -3.3711 -4.6262
C: -3.6310 -2.8090 -3.8811
C: -3.1539 -1.5295 -4.1206
C: -1.9960 -1.1267 -3.4753
N: -1.3296 -1.9094 -2.6316
C: -1.7788 -3.1430 -2.4145
C: -2.9196 -3.6406 -3.0323
C: -6.3198 -2.9826 -3.3544
C: -5.9827 -2.5255 -2.0891
C: -7.0044 -2.2714 -1.1808
N: -8.2951 -2.4381 -1.4443
C: -8.6051 -2.8726 -2.6667
C: -7.6723 -3.1547 -3.6445
H: -3.6868 -0.8560 -4.7787
H: -1.6060 -0.1248 -3.6173
H: -1.2045 -3.7293 -1.7063
H: -3.2606 -4.6451 -2.8207
H: -4.9538 -2.3696 -1.7977
H: -6.7516 -1.9164 -0.1882
H: -9.6614 -3.0055 -2.8730
H: -7.9877 -3.5000 -4.6213

=====

2.
Computed, not measured: 2 unconnected molecules or ions with the total composition C4H4O4P2 in a non-equilibrium geometry, with ωB97M-V/def2-TZVPD.

spin multiplicity = 1
highest occupied orbital energy = -0.003 Eh
energy relative to the best compared isomer or geometry (same formula, charge and spin) = 0.00 kJ/mol
Kohn-Sham gap = 0.2434 hartree
net charge = -2

CARTESIAN COORDINATES (ANGSTROEM)
C: 0.0165 -0.6141 -1.0128
C: -1.9485 0.6096 -1.2717
C: 0.0080 -0.8523 1.5309
C: 0.7124 -0.1231 0.1251
O: -1.5970 1.7273 -1.1488
O: 0.6216 -1.9014 1.8174
O: -2.8150 -0.1449 -1.5483
O: -0.9876 -0.2923 2.0177
P: 0.5396 -1.7119 -2.1208
P: 0.5873 1.8006 0.3629
H: 1.7741 -0.1689 0.1891
H: 1.8733 -1.8673 -1.7089
H: 1.6402 1.6744 1.5027
H: -0.4248 1.8644 1.2655

=====

3.
Computed, not measured: 2 unconnected molecules or ions with the total composition C37H67FI2N6O4S2 in a non-equilibrium geometry, with ωB97M-V/def2-TZVPD.

spin multiplicity = 1
highest occupied orbital energy = -0.115 Eh
Kohn-Sham gap = 0.0483 hartree
net charge = 0

CARTESIAN COORDINATES (ANGSTROEM)
C: -3.1954 0.9807 0.9105
C: -3.6168 -0.2939 0.1717
C: -3.3103 -0.2207 -1.3189
C: -3.4132 -1.6097 -1.9703
C: -2.1145 -2.1287 -2.6307
C: -1.6834 -3.5136 -2.1366
C: -0.8524 -4.1898 -3.2187
C: -0.1979 -5.5384 -2.8659
C: 0.7486 -5.6564 -1.6630
C: 2.1710 -5.2060 -2.0631
C: 3.2297 -5.9195 -1.2004
C: 4.4534 -5.1038 -0.7727
C: 4.1222 -3.9253 0.1290
C: 4.9021 -2.6577 -0.1979
C: 4.6268 -2.1366 -1.5814
C: 3.4485 -1.1291 -1.6312
C: 3.8869 0.1861 -2.2544
C: 3.0925 1.5111 -1.8273
C: 3.7858 2.4841 -0.8638
C: 3.3857 2.4963 0.6169
S: 4.2716 1.4064 1.7636
C: 3.0934 0.2499 2.3022
N: 1.8984 0.2180 1.8286
N: 1.2837 -0.8464 2.4608
C: 2.1324 -1.3487 3.2596
O: 3.3172 -0.6968 3.2012
N: 2.8938 2.0715 -3.1599
C: 2.2121 3.2934 -3.3296
I: 3.4681 4.8218 -4.1776
C: 0.9496 3.5654 -3.0646
C: 0.3282 4.8928 -3.3142
I: -0.3308 2.0929 -2.2704
C: 2.6580 1.0630 -4.0150
N: 1.7776 1.0203 -4.9724
C: 1.5913 -0.0961 -5.9033
C: 1.3915 -1.4616 -5.2340
N: 3.5487 0.0462 -3.7029
S: 4.8611 -0.1718 -4.7439
O: 6.0820 0.1074 -4.1117
O: 4.7268 -1.4380 -5.3337
F: 4.5537 0.8803 -5.8400
H: -2.3069 0.8273 1.5098
H: -2.9437 1.7669 0.2052
H: -3.9497 1.3204 1.6098
H: -3.0089 -1.1061 0.5558
H: -4.6581 -0.5150 0.3476
H: -4.0829 0.4121 -1.7445
H: -2.3388 0.2101 -1.4759
H: -4.1716 -1.5481 -2.7416
H: -3.7642 -2.3410 -1.2538
H: -2.2489 -2.1468 -3.7085
H: -1.3004 -1.4320 -2.4557
H: -2.5707 -4.1008 -1.9305
H: -1.1321 -3.3683 -1.2156
H: -1.5248 -4.3911 -4.0416
H: -0.0627 -3.4957 -3.4992
H: -1.0180 -6.2460 -2.7966
H: 0.4063 -5.8106 -3.7237
H: 0.8086 -6.7017 -1.3814
H: 0.4272 -5.1006 -0.7919
H: 2.3518 -5.4081 -3.1115
H: 2.1878 -4.1267 -1.9458
H: 3.5471 -6.7954 -1.7516
H: 2.7536 -6.2905 -0.2977
H: 4.9703 -4.8162 -1.6790
H: 5.0822 -5.7648 -0.1930
H: 4.3734 -4.2285 1.1386
H: 3.0656 -3.6748 0.1441
H: 4.7669 -1.8953 0.5396
H: 5.9546 -2.9238 -0.1503
H: 5.5224 -1.6394 -1.9334
H: 4.4555 -2.9350 -2.2876
H: 2.7266 -1.5497 -2.3175
H: 2.9345 -1.0079 -0.6915
H: 4.9193 0.4218 -2.0434
H: 2.2422 1.0817 -1.3032
H: 3.5352 3.4794 -1.2190
H: 4.8601 2.4044 -0.9710
H: 3.6534 3.4766 0.9822
H: 2.3210 2.3989 0.7693
H: 1.9644 -2.1937 3.8803
H: 0.2089 4.9957 -4.3863
H: -0.6574 4.9710 -2.8813
H: 0.9402 5.7066 -2.9575
H: 1.1912 1.8343 -5.0604
H: 2.3794 -0.0892 -6.6426
H: 0.6877 0.1308 -6.4462
H: 0.4490 -1.9107 -5.4933
H: 2.2038 -2.1053 -5.5296
H: 1.4534 -1.3573 -4.1614
C: -5.5548 1.4995 6.6039
C: -5.5950 2.8037 5.7854
C: -5.3596 3.9926 6.7264
C: -3.9279 4.1336 7.2529
C: -2.8786 3.5619 6.2878
C: -3.3347 3.4771 4.8259
N: -4.5452 2.6771 4.7593
O: -5.0042 2.5139 3.4953
C: -2.2479 2.7327 4.0648
C: -3.4581 4.8890 4.2357
C: -7.0001 2.9553 5.2266
H: -5.7516 0.6425 5.9588
H: -6.3100 1.5026 7.3995
H: -4.5807 1.3483 7.0717
H: -5.6282 4.9148 6.2050
H: -6.0503 3.9312 7.5721
H: -3.7247 5.1908 7.4408
H: -3.8326 3.6383 8.2221
H: -1.9601 4.1503 6.3609
H: -2.6059 2.5572 6.6236
H: -2.1676 1.7011 4.4125
H: -1.2700 3.2062 4.2028
H: -2.4644 2.7175 2.9978
H: -2.4999 5.4133 4.3066
H: -4.2019 5.4979 4.7507
H: -3.7326 4.8455 3.1815
H: -7.7184 2.9954 6.0498
H: -7.2753 2.1164 4.5913
H: -7.1016 3.8730 4.6465

=====

4.
Computed, not measured: 3 unconnected molecules or ions with the total composition C5H9N6O2S in a non-equilibrium geometry, with ωB97M-V/def2-TZVPD.

spin multiplicity = 1
highest occupied orbital energy = -0.452 Eh
energy relative to the best compared isomer or geometry (same formula, charge and spin) = 94.44 kJ/mol
Kohn-Sham gap = 0.2599 hartree
net charge = +1

CARTESIAN COORDINATES (ANGSTROEM)
C: -0.1248 -0.1317 -1.6137
C: 1.2939 -0.1253 -1.5562
C: -1.0026 0.4563 -0.6093
C: 3.8544 -3.1305 1.3671
C: 2.8648 0.3998 0.2421
N: -0.4638 -0.5999 -2.7590
N: 1.7478 -0.5790 -2.6798
N: -4.0507 1.7532 1.2990
N: -2.3199 0.0613 -0.7301
N: 2.0571 0.2800 -0.5724
N: -0.2300 1.0809 0.2698
O: 0.6422 -0.8692 -3.3869
O: -0.9408 1.6242 1.3772
S: 2.7757 -1.9862 1.0524
H: 4.9191 -3.0436 1.5696
H: 3.4744 -4.1738 1.2215
H: 3.4556 1.1285 0.7560
H: -4.1911 2.7486 1.3071
H: -2.6086 -0.0711 -1.7355
H: -2.9773 0.6788 -0.1156
H: -4.7924 1.1402 1.5624
H: -3.1314 1.4630 1.7018
H: -0.2516 1.8955 2.0329